# 1
Entry from the Open Molecules 2025 dataset: C18H20BrClLiN3O3S as an isolated structure (the ωB97M-V functional and the def2-TZVPD basis).

Results
spin multiplicity	1
energy relative to the best compared isomer or geometry (same formula, charge and spin)	0.119	eV
HOMO level	-9.0	eV
E_LUMO	0.07	eV

The geometry in XYZ format:
```
48
Properties=species:S:1:pos:R:3:forces:R:3
Li -1.40181 0.57298 -2.11147 0.158 -0.077 -0.027
Cl -2.20090 -3.67403 -0.07624 0.004 0.001 -0.020
C -1.41683 -3.28176 -1.63903 0.000 0.006 0.038
C -1.23182 -1.77685 -1.82450 0.005 0.150 -0.037
O -0.09872 -1.37008 -2.15749 -0.201 0.059 -0.009
O -2.23984 -1.03304 -1.65982 0.009 -0.167 0.090
H -2.07005 -3.66628 -2.41867 0.017 0.004 -0.021
H -0.45799 -3.78720 -1.66485 0.002 0.002 -0.001
Br -6.85921 0.89859 -3.39578 0.004 0.003 -0.001
C -5.21413 1.81722 -3.32360 -0.016 0.001 -0.001
C -5.13709 3.15333 -3.67213 0.006 0.000 0.001
C -3.90255 3.77788 -3.59641 -0.005 -0.002 0.000
C -2.80755 3.04165 -3.17942 -0.007 0.005 -0.009
N -2.88898 1.75313 -2.84805 0.012 -0.005 -0.027
C -4.07386 1.14495 -2.91495 0.019 -0.005 0.010
H -6.02003 3.68941 -3.99201 0.000 0.001 -0.001
H -3.79181 4.82111 -3.85599 0.003 0.001 0.000
H -1.82651 3.49480 -3.10358 0.001 0.000 0.002
H -4.09623 0.10119 -2.62559 -0.005 0.000 -0.001
C -0.61275 -1.05097 3.19085 0.000 -0.001 -0.001
C 0.69376 -1.50242 2.54648 -0.003 -0.011 -0.015
C 0.67238 -1.38144 1.02944 0.016 -0.001 -0.014
N 0.46580 0.00004 0.59059 0.017 0.013 0.002
C 1.04130 0.65153 -0.40777 -0.033 -0.057 -0.066
S 0.31086 2.00772 -1.10674 0.010 0.055 0.037
N 2.25397 0.22025 -0.89837 0.021 0.046 0.035
C 3.37153 -0.32723 -0.26736 -0.094 -0.183 0.047
O 4.18126 -0.94114 -0.92050 0.044 0.070 -0.022
C 3.55799 -0.07473 1.19220 0.022 0.064 -0.033
C 4.24024 -1.03552 1.93075 -0.003 -0.014 0.014
C 4.47733 -0.83083 3.27977 -0.020 -0.009 -0.002
C 4.05319 0.34448 3.88682 -0.001 0.011 -0.002
C 3.39866 1.31698 3.14334 0.002 0.003 0.005
C 3.14634 1.10839 1.79573 -0.009 0.001 0.011
H -0.60578 -1.24768 4.26268 0.000 0.001 -0.001
H -1.46694 -1.57602 2.75750 0.003 0.002 -0.002
H -0.77456 0.02258 3.06799 -0.004 0.000 0.003
H 0.87282 -2.55419 2.78215 0.001 0.004 -0.006
H 1.53200 -0.93621 2.95445 0.042 0.014 0.003
H -0.15458 -1.97165 0.63018 -0.016 -0.011 0.004
H 1.58306 -1.76596 0.58008 -0.008 0.006 0.008
H -0.40420 0.42422 0.87908 0.005 0.004 0.009
H 2.35369 0.31994 -1.89867 -0.001 0.007 0.001
H 4.57881 -1.93493 1.43311 -0.003 0.005 -0.002
H 4.99633 -1.58406 3.85762 0.001 0.001 -0.001
H 4.24181 0.50678 4.94016 0.001 0.002 0.000
H 3.08664 2.24108 3.61169 0.000 0.000 0.002
H 2.64494 1.87399 1.21632 0.004 0.000 -0.001
```
Positions in Å, forces in eV/Å.

Here are the Mulliken charges for atoms 1 to 4, given in e:
1. Li 1.02
2. Cl -0.22
3. C -0.49
4. C 0.74

***

# 2
Entry from the Open Molecules 2025 dataset: a 2-piece molecular cluster, C3H11NO overall in a non-equilibrium geometry (the ωB97M-V functional and the def2-TZVPD basis).

Results
charge	+1
spin multiplicity	2
energy relative to the best compared isomer or geometry (same formula, charge and spin)	1.759	eV
HOMO level (spin up / spin down)	-15.3 / -15.3	eV
E_LUMO (spin up / spin down)	-3.82 / -9.13	eV

The geometry in XYZ format:
```
16
Properties=species:S:1:pos:R:3:forces:R:3
C -1.44889 -1.41591 -0.38542 0.444 -0.101 0.891
C -1.42836 -2.00828 1.05304 0.056 1.417 -0.983
H -1.24770 -2.25642 -1.03698 -0.196 0.175 -0.620
H -0.65276 -0.66847 -0.53526 0.160 -0.138 0.005
H -2.37222 -0.89996 -0.63054 -0.214 -0.246 -0.066
H -0.55330 -2.64177 1.13561 -0.210 -0.442 0.248
H -1.33047 -1.21254 1.79149 -0.137 -0.052 0.162
H -2.38438 -2.49526 1.19116 0.140 -0.509 0.357
N 0.40529 1.79117 -0.51954 0.869 0.764 0.279
C 1.68283 1.44811 0.07337 0.586 -0.070 0.036
O 2.69179 2.11383 -0.58693 -0.437 0.139 -0.175
H -0.25913 2.20498 0.12935 -0.717 -0.168 -0.334
H 0.45881 2.13743 -1.48525 -0.471 -0.153 0.161
H 1.69502 1.86687 1.08527 -0.243 -0.313 0.152
H 1.76071 0.35056 0.11735 0.065 0.065 0.027
H 2.98277 1.68567 -1.39671 0.306 -0.367 -0.138
```
Positions in Å, forces in eV/Å.

Here are the Mulliken charges for atoms 1 to 4, given in e:
1. C -0.56
2. C -0.85
3. H 0.29
4. H -0.05

***

# 3
Entry from the Open Molecules 2025 dataset: C30H42Br2N2P2Pd as an isolated structure in a non-equilibrium geometry (the ωB97M-V functional and the def2-TZVPD basis).

Results
charge	+4
spin multiplicity	5
energy relative to the best compared isomer or geometry (same formula, charge and spin)	1.753	eV
HOMO level (spin up / spin down)	-17.5 / -18.0	eV
E_LUMO (spin up / spin down)	-11.96 / -15.53	eV

The geometry in XYZ format:
```
79
Properties=species:S:1:pos:R:3:forces:R:3
C 0.45942 0.49511 -5.08671 -0.202 1.465 0.388
C 1.12373 1.03373 -3.95735 -0.427 1.060 -1.255
C 1.27310 2.43494 -3.78477 -1.031 -0.591 -0.883
C 0.43767 3.24713 -4.57056 -0.164 1.305 -0.237
N -0.32690 2.70367 -5.51677 2.067 -2.190 1.753
C -0.33878 1.40373 -5.81277 -0.735 -0.017 -1.119
C 1.53145 0.18572 -2.93405 -0.042 -0.794 1.794
C 1.65841 -0.44713 -1.88729 1.467 0.229 -2.474
C 2.62394 -1.26236 -1.23423 -0.426 0.293 0.560
C 2.21976 -1.83496 -0.02787 -0.582 -1.269 1.724
C 3.07870 -2.41894 0.87415 -0.436 0.725 -0.531
C 4.41427 -2.32717 0.49021 1.662 -1.279 2.179
C 4.87648 -1.97591 -0.81295 -0.307 0.522 -0.902
C 3.96121 -1.38889 -1.71382 0.319 -0.401 0.979
Pd -0.15335 -0.78731 0.70763 -0.442 0.559 0.113
P -1.76924 0.24495 -0.51367 0.105 0.372 -0.325
H 1.98159 2.86025 -3.07175 -0.508 0.017 -0.097
H 0.55931 -0.55677 -5.37086 -0.438 0.424 0.112
H 0.37683 4.33599 -4.42589 0.124 -0.397 -0.144
H -1.00003 1.07814 -6.62971 0.352 0.119 0.221
H 4.20756 -0.97072 -2.71261 0.099 -0.554 0.923
H 1.15923 -1.88295 0.35135 1.609 -0.329 -1.315
H 5.93224 -2.16179 -1.09164 -0.740 0.361 0.302
H 2.68934 -2.83197 1.83040 0.783 0.323 -0.813
C -3.18920 0.19715 0.63781 0.089 -0.126 -0.127
C -4.30657 1.20024 0.40581 -0.630 0.242 0.201
H -2.75119 0.38326 1.62940 -0.095 -0.122 -0.155
H -3.58014 -0.83305 0.65319 0.109 0.199 -0.094
H -5.03563 1.04521 1.21613 0.086 0.260 -0.363
H -3.95118 2.23635 0.46559 -0.061 -0.249 0.065
H -4.82680 1.07570 -0.55139 0.159 -0.063 0.275
C -1.35581 1.97506 -0.89693 -0.003 0.125 0.138
C -2.22113 2.62306 -1.96800 -0.092 0.469 -0.268
H -0.30800 1.96384 -1.23070 -0.100 -0.012 0.166
H -1.38917 2.56200 0.03336 -0.005 -0.273 -0.252
H -1.94921 3.68479 -2.03383 -0.200 -0.192 -0.034
H -2.03644 2.17563 -2.94975 -0.078 -0.011 0.073
H -3.29573 2.55587 -1.76266 0.331 0.104 -0.023
C -2.16217 -0.56592 -2.10689 -0.165 -0.152 0.071
C -3.59433 -0.39122 -2.61843 -0.287 -0.064 -0.305
H -1.97382 -1.63724 -1.94282 0.010 0.185 -0.111
H -1.43159 -0.23275 -2.86417 -0.123 -0.036 0.394
H -3.68391 -0.97519 -3.54694 -0.189 0.205 0.300
H -4.32858 -0.77653 -1.89723 0.201 0.050 -0.270
H -3.86230 0.65156 -2.84344 0.174 -0.412 0.080
Br 5.59968 -2.79321 1.97508 -0.652 0.412 -1.909
P 0.84645 0.67076 2.09292 0.230 0.939 1.030
C -0.25592 2.08914 2.44697 -0.101 0.045 -0.104
C -0.23399 2.65481 3.87093 0.116 0.146 0.209
H -1.26339 1.74144 2.16365 0.262 0.310 0.229
H 0.03408 2.87747 1.73375 -0.161 -0.220 0.109
H -0.97471 3.47009 3.93532 0.333 -0.365 0.111
H -0.46691 1.89585 4.63555 -0.042 0.325 -0.323
H 0.75908 3.06826 4.10729 -0.440 -0.070 -0.053
C 1.05918 -0.29291 3.64280 -0.112 -0.098 -0.099
C 2.09405 0.16888 4.67175 0.164 0.099 0.304
H 1.28126 -1.31653 3.28946 -0.077 0.230 0.342
H 0.06313 -0.30319 4.11638 0.216 -0.192 -0.196
H 2.09389 -0.55623 5.50166 0.108 0.333 -0.270
H 3.11591 0.23923 4.27279 -0.319 -0.151 0.032
H 1.83737 1.15346 5.08415 0.044 -0.323 -0.075
C 2.45657 1.34915 1.60332 0.173 -0.014 -0.181
C 2.90669 2.62693 2.31249 0.191 0.252 0.315
H 2.35758 1.50966 0.52222 0.217 0.046 0.062
H 3.20534 0.55753 1.75433 -0.172 0.085 -0.127
H 3.89420 2.92582 1.93896 -0.250 -0.059 0.082
H 2.22807 3.47371 2.16728 0.072 -0.198 -0.131
H 2.99703 2.48140 3.39501 0.051 -0.024 -0.261
Br -3.51335 -4.65044 3.09912 0.844 0.134 -1.011
C -2.25210 -4.39379 1.73420 -1.383 -0.353 1.887
C -1.80286 -5.46333 0.96742 0.903 -0.243 -0.848
C -0.83110 -5.15857 0.01774 -0.286 -0.797 0.152
C -0.31810 -3.86171 -0.11260 -0.693 -0.361 0.348
N -0.77537 -2.86218 0.65688 -1.119 -0.342 0.873
C -1.72303 -3.10753 1.58546 1.018 0.733 -1.184
H -2.16519 -6.47079 1.16528 0.071 0.140 -0.298
H -0.42109 -5.92969 -0.61870 -0.052 -0.161 0.016
H 0.47487 -3.63386 -0.82981 -0.307 -0.063 0.236
H -2.05034 -2.25393 2.17438 -0.085 -0.277 0.020
```
Positions in Å, forces in eV/Å.

Here are the Mulliken charges for atoms 1 to 4, given in e:
1. C -0.24
2. C 0.49
3. C -0.24
4. C -0.54

***

Number 1: molecular weight 480.74 u. Number 2: molecular weight 77.13 u. Number 3: molecular weight 758.86 u.